This record from OMol25 describes a molecular structure, C46H70BFN8SSiTeY in a non-equilibrium geometry. The level of theory is ωB97M-V/def2-TZVPD.

Last column: Löwdin charge in e.
Atoms and positions in Å:
Te  4.0396  -0.8186  1.2280  0.79
Y  1.2244  0.5320  0.9079  1.30
S  0.8367  -0.8171  5.9880  1.01
Si  3.3588  -0.3897  -3.0772  0.45
F  0.6191  3.0306  -0.0435  -0.10
N  -0.4627  0.9618  -1.4028  0.07
N  2.4010  0.7350  -2.1938  -0.08
N  -1.1623  1.2758  1.6728  0.05
N  -1.6549  -1.5066  0.2534  0.04
N  0.6048  -0.4002  3.4635  -0.07
N  -2.3221  0.7964  1.1818  0.05
N  -0.3416  -1.6448  0.5368  0.06
N  -1.7383  0.5270  -1.2891  0.04
C  5.0786  -3.4166  2.4880  -0.19
C  1.4908  3.8532  -0.7923  -0.27
C  2.5996  3.1260  -1.4602  -0.24
C  -2.8305  2.1292  2.8601  0.02
C  -4.4206  -3.6500  1.0608  -0.06
C  -3.8254  -0.4760  -3.9506  -0.05
C  -2.2481  -2.7232  0.2177  -0.20
C  1.3873  -4.9232  0.4045  -0.06
C  -1.4509  2.0908  2.6832  -0.28
C  -3.3629  1.3022  1.8849  -0.18
C  -0.4477  2.9201  3.4164  -0.37
C  -2.4404  0.8535  -2.3992  -0.20
C  -0.6654  -1.1724  5.2067  -0.38
C  -0.5557  4.3608  2.9096  -0.04
C  -0.5842  -0.8876  3.8770  -0.26
C  2.2038  2.1107  -2.6081  -0.31
C  2.6362  2.1591  1.9648  -0.38
C  4.5372  -2.8942  1.3186  -0.66
C  0.8178  2.2404  -3.2607  -0.24
C  1.2974  5.1924  -0.7501  -0.12
C  5.5166  -5.5248  1.4349  -0.11
C  1.4434  -3.6083  2.5338  -0.05
C  -0.3585  1.5921  -2.5750  -0.23
C  -0.1020  -2.9470  0.6963  -0.27
C  -5.3240  2.5228  1.0336  -0.05
C  2.6703  -2.1130  -2.6611  -0.16
C  -3.7446  -3.9870  -1.3214  -0.06
C  3.2200  -0.1572  -4.9777  -0.18
C  4.4979  -3.7290  0.2119  -0.18
C  3.5648  4.1531  -1.9867  -0.11
C  -3.8497  0.4738  -2.7473  -0.36
C  -4.8649  1.2397  1.7415  -0.34
C  1.2342  -3.5334  1.0211  -0.38
C  -1.5889  1.5345  -3.2394  0.03
C  -4.6865  1.7225  -3.0357  -0.05
C  4.9659  -5.0287  0.2661  -0.12
C  -0.6587  2.8661  4.9292  -0.05
C  5.2170  -0.1740  -2.7022  -0.17
C  2.1864  6.0534  -1.4016  -0.20
C  5.5724  -4.7045  2.5501  -0.11
C  0.4781  3.6932  -3.6307  -0.04
C  3.3340  5.4891  -1.9775  -0.19
C  1.4531  -0.3110  4.4494  -0.46
C  -5.5435  0.0303  1.1033  -0.06
C  -3.6749  -3.0311  -0.1265  -0.36
C  -1.2829  -3.6668  0.5082  0.03
B  -2.3355  -0.1491  -0.0380  -0.50
H  -3.1968  -3.5817  -2.1685  0.08
H  5.8952  -6.5371  1.4814  0.09
H  2.4642  0.0252  4.3468  0.06
H  2.9269  2.3051  -3.4091  0.12
H  -5.7220  1.4497  -3.2349  0.08
H  1.5568  0.3787  -1.7565  0.01
H  4.9114  -5.6566  -0.6146  0.10
H  5.5131  0.8606  -2.8465  0.02
H  3.4671  0.8631  -5.2554  0.02
H  -4.7829  -4.1340  -1.6166  0.08
H  0.0414  4.2139  -2.7847  0.08
H  -5.1061  -0.8979  1.4557  0.06
H  1.1378  -4.9051  -0.6547  0.09
H  -4.0242  -4.6370  1.2904  0.08
H  -4.3162  -0.0603  -1.9192  0.09
H  -6.4111  2.5560  0.9696  0.08
H  -5.4783  -3.7510  0.8179  0.08
H  -4.1781  -2.1078  -0.4064  0.10
H  -0.5824  1.8439  5.2922  0.05
H  2.7279  2.0243  3.0500  -0.05
H  -1.3821  -1.0272  3.1673  0.11
H  6.0119  -5.0710  3.4707  0.10
H  4.5009  3.7647  -2.3623  0.08
H  2.3262  3.1959  1.8061  -0.02
H  0.4592  5.5929  -0.1944  0.10
H  -1.8179  1.9296  -4.2082  0.11
H  -1.4892  -1.5615  5.7675  0.06
H  5.1247  -2.7861  3.3658  0.08
H  2.4047  -2.1854  -1.6114  -0.02
H  0.1007  3.4634  5.4291  0.08
H  5.4641  -0.4444  -1.6804  -0.03
H  -4.2964  2.2622  -3.8943  0.08
H  1.7763  -2.3338  -3.2365  0.03
H  -5.2339  1.2878  2.7756  0.13
H  -1.6362  3.2608  5.1984  0.07
H  -3.3181  -4.9538  -1.0625  0.07
H  -4.3239  -3.0295  1.9492  0.07
H  5.8244  -0.7850  -3.3653  0.02
H  -3.3864  2.6795  3.5926  0.11
H  2.0095  -2.8843  0.6069  0.05
H  -0.3661  4.3866  1.8417  0.06
H  1.4242  -2.6103  2.9607  0.04
H  3.1042  2.4661  -0.7218  0.10
H  0.5490  2.5437  3.1826  0.08
H  0.6635  -4.2082  3.0018  0.09
H  2.0296  7.1199  -1.3943  0.05
H  -1.4137  -4.7281  0.5629  0.11
H  -1.5508  4.7597  3.0958  0.08
H  -6.6003  0.0356  1.3753  0.08
H  -4.6578  2.3877  -2.1755  0.06
H  3.4064  -2.8809  -2.8788  0.02
H  0.1761  4.9943  3.4036  0.08
H  -4.8250  -0.8522  -4.1630  0.07
H  0.7425  -5.6436  0.9064  0.08
H  0.9122  1.6808  -4.2073  0.14
H  1.3851  4.2201  -3.9171  0.08
H  -4.9833  3.4003  1.5786  0.08
H  -4.9095  2.5617  0.0289  0.07
H  2.4098  -4.0571  2.7557  0.07
H  -3.4499  0.0325  -4.8354  0.08
H  3.9041  -0.8105  -5.5109  0.02
H  -0.2271  3.7251  -4.4608  0.07
H  -5.4841  0.0717  0.0195  0.06
H  2.2173  -0.3641  -5.3411  0.02
H  4.0815  6.1532  -2.4016  0.08
H  4.0929  -3.3573  -0.7146  0.07
H  2.4157  -5.2631  0.5109  0.06
H  -3.4608  -0.3652  -0.2646  0.08
H  3.6664  2.1124  1.5920  -0.06
H  -3.1733  -1.3202  -3.7361  0.08

As for the maximum force: 1.4 eV Å⁻¹. As for the gap between HOMO and LUMO: 3.9222 eV. The energy above the lowest of the compared OMol25 structures with the same formula, charge and spin comes out at 67.22 kcal/mol. As for the total energy: -91208.46040 eV. The net charge is -1. The value obtained for the HOMO energy is -2.0 eV.